No. 1
Entry from the Open Molecules 2025 dataset: a structure of composition C39H34BIrN7O7 (wB97M-V/def2-TZVPD).

Geometry as XYZ:
```
89
Properties=species:S:1:pos:R:3:forces:R:3
Ir -0.347365 -0.520500 0.338073 0.5 -0.2 0.1
O 1.766580 3.124651 4.894360 0.0 0.0 0.0
C 1.372426 2.483595 3.775667 0.0 0.0 0.0
C 2.169184 2.385189 2.641173 0.0 0.0 0.0
C 1.692477 1.697046 1.541519 0.0 0.1 0.0
N 0.508423 1.075287 1.530332 -0.2 -0.4 -0.4
C -0.280337 1.236603 2.608213 -0.1 0.0 0.2
C 0.105767 1.925855 3.738699 0.0 0.0 -0.1
C -1.702299 0.670929 2.546600 0.2 0.0 -0.1
O -2.479503 0.950252 3.437233 0.0 0.0 0.0
O -1.938712 -0.029880 1.496704 -0.1 0.0 0.2
C 2.554544 1.819585 0.319845 0.1 0.0 -0.2
O 3.697502 2.151673 0.352686 0.1 0.0 0.0
O 1.898550 1.568978 -0.865330 -0.2 0.1 0.3
H 2.659538 3.469573 4.781788 0.0 0.0 0.0
H 3.146374 2.845677 2.578291 0.0 0.0 0.0
H -0.597203 2.017621 4.554111 0.0 0.0 0.0
C -2.289357 -4.149091 -3.207094 0.0 0.0 0.0
C -2.029004 -3.584886 -1.851066 0.0 0.0 0.0
C -2.417633 -4.063709 -0.614223 0.0 0.0 0.0
C -1.919464 -3.147472 0.322998 -0.1 0.0 -0.1
N -1.294550 -2.172095 -0.328737 0.0 0.0 -0.1
N -1.350011 -2.438768 -1.652826 0.0 0.0 0.1
B -0.741468 -1.409199 -2.638036 -0.2 0.0 0.0
N 0.745300 -1.218080 -2.274543 0.1 0.1 0.0
N 1.161715 -1.215358 -0.980584 0.0 0.5 0.1
C 2.498752 -1.222679 -0.997434 -0.1 -0.2 0.1
C 2.942641 -1.173832 -2.322482 0.1 -0.1 0.0
C 1.805148 -1.174324 -3.098705 0.0 0.0 -0.1
C 1.686925 -1.099197 -4.581637 0.0 0.0 0.0
C 3.330321 -1.329457 0.216211 0.0 0.1 0.0
C 4.719905 -1.288449 0.098135 0.0 0.1 0.0
C 5.532050 -1.366230 1.216335 0.0 0.0 0.0
C 4.973345 -1.499807 2.480231 0.0 0.0 0.0
C 3.594912 -1.567667 2.609426 0.0 0.0 0.0
C 2.782581 -1.484594 1.488684 0.0 0.0 0.0
N -1.506371 -0.077168 -2.471112 0.1 0.1 -0.1
N -1.242285 0.655405 -1.367444 -0.1 0.1 0.1
C -2.143625 1.633642 -1.317375 0.0 0.0 0.0
C -3.005174 1.536015 -2.415705 0.0 0.0 0.0
C -2.567018 0.434570 -3.127523 0.0 -0.1 0.0
C -3.102394 -0.137709 -4.399198 0.0 0.0 0.0
C -2.142487 2.624024 -0.225621 0.0 0.0 0.0
C -3.278147 2.834968 0.550003 0.0 0.0 0.0
C -3.248536 3.741250 1.599251 0.0 0.0 0.0
C -2.089001 4.451769 1.878735 0.0 0.0 0.0
C -0.956679 4.257311 1.098812 0.0 0.0 0.0
C -0.988669 3.347918 0.053034 -0.1 0.0 0.0
C -2.009194 -3.164644 1.791501 0.0 0.0 0.0
C -3.238242 -3.334958 2.417519 0.0 0.0 0.0
C -3.327645 -3.305976 3.801106 0.0 0.0 0.0
C -2.189546 -3.112699 4.569819 0.0 0.0 0.0
C -0.955700 -2.965095 3.951020 0.0 0.0 0.0
C -0.865563 -2.997010 2.568490 0.0 0.0 0.0
H -2.636629 -5.176252 -3.114053 0.0 0.0 0.0
H -1.390252 -4.141138 -3.821374 0.0 0.0 0.0
H -3.058227 -3.577325 -3.730100 0.0 0.0 0.0
H -2.955657 -4.972935 -0.407472 0.0 0.0 0.0
H -0.837224 -1.831180 -3.751053 0.0 0.0 0.0
H 3.956139 -1.158744 -2.682737 0.0 0.0 0.0
H 1.013934 -1.860270 -4.973647 0.0 0.0 0.0
H 2.667420 -1.232115 -5.034403 0.0 0.0 0.0
H 1.301307 -0.122125 -4.877963 0.0 0.0 0.0
H 5.173403 -1.183558 -0.878210 0.0 0.0 0.0
H 6.607226 -1.321877 1.100406 0.0 0.0 0.0
H 5.608877 -1.560902 3.354230 0.0 0.0 0.0
H 3.144846 -1.688467 3.587482 0.0 0.0 0.0
H 1.707135 -1.548989 1.597082 0.0 0.0 0.0
H -3.813803 2.199268 -2.673941 0.0 0.0 0.0
H -2.956461 0.556667 -5.227726 0.0 0.0 0.0
H -4.172460 -0.325320 -4.308451 0.0 0.0 0.0
H -2.609445 -1.073124 -4.651086 0.0 0.0 0.0
H -4.169041 2.250229 0.359474 0.0 0.0 0.0
H -4.126830 3.872936 2.217174 0.0 0.0 0.0
H -2.067732 5.151645 2.704398 0.0 0.0 0.0
H -0.049163 4.813143 1.305390 0.0 0.0 0.0
H -0.125124 3.183385 -0.571525 0.1 0.0 0.0
H -4.130561 -3.451413 1.815083 0.0 0.0 0.0
H -4.292159 -3.416305 4.279210 0.0 0.0 0.0
H -2.263439 -3.077499 5.648900 0.0 0.0 0.0
H -0.061077 -2.830688 4.546272 0.0 0.0 0.0
H 0.097792 -2.907072 2.080045 0.0 0.0 0.0
C 2.319558 4.697525 -2.476251 0.0 0.0 0.0
O 2.256355 3.663737 -1.479264 -0.1 0.0 0.0
C 1.983742 2.435309 -1.907587 0.1 -0.1 -0.2
O 1.766688 2.084488 -3.025725 0.0 0.0 0.0
H 3.340574 5.070500 -2.503980 0.0 0.0 0.0
H 1.639879 5.485989 -2.163478 0.0 0.0 0.0
H 2.028630 4.303624 -3.445050 0.0 0.0 0.0
```
Positions in Å, forces in eV/Å.

- charge = 0
- spin multiplicity = 2
- highest occupied orbital energy (spin up / spin down) (eV) = -6.97 / -7.59
- energy relative to the best compared isomer or geometry (same formula, charge and spin) (kcal/mol) = 0.0


No. 2
Entry from the Open Molecules 2025 dataset: a structure of composition C39H34ClFeN3SSi2 (wB97M-V/def2-TZVPD).

Geometry as XYZ:
```
81
Properties=species:S:1:pos:R:3:forces:R:3
C -1.248400 -0.439100 1.859200 -0.9 -0.6 0.2
C -2.082900 0.187800 0.902100 0.0 0.0 0.2
C -2.167100 -0.657400 -0.227400 -0.3 -0.3 -0.1
H -2.568300 1.143000 1.015700 -0.1 0.0 0.0
C -1.385600 -1.809300 0.026600 -0.1 0.0 0.0
C -0.820400 -1.671700 1.313900 -0.2 -0.1 0.3
H -0.170800 -2.382800 1.796100 0.1 -0.1 0.0
H -0.990200 -0.049700 2.830200 -0.1 -0.1 -0.1
H -2.732100 -0.470000 -1.123500 -0.1 -0.1 -0.1
H -1.229700 -2.623400 -0.660400 0.0 -0.1 0.0
Fe 0.000000 0.000000 0.000000 0.9 0.4 0.0
Si 3.327200 0.403500 -8.682200 0.1 0.0 0.0
C 2.332400 1.909500 -9.178100 0.1 0.0 0.1
C 2.740600 2.728400 -10.233000 0.0 -0.1 0.0
H 3.636000 2.481800 -10.791000 0.0 0.0 0.0
C 2.012100 3.855500 -10.587100 -0.1 0.0 0.0
H 2.343400 4.476800 -11.409000 0.0 0.0 0.0
C 0.857600 4.181700 -9.890500 0.0 0.0 0.0
H 0.286700 5.058900 -10.166200 0.0 0.0 0.0
C 0.433700 3.376700 -8.841700 0.0 0.0 0.0
H -0.468800 3.625600 -8.298600 0.0 0.0 0.0
C 1.164500 2.252000 -8.490800 0.0 0.1 -0.1
H 0.814800 1.626700 -7.678100 0.0 0.0 0.1
C 2.408300 -1.168700 -9.114900 -0.1 0.0 -0.1
C 1.202300 -1.119900 -9.819800 0.1 0.0 0.1
H 0.779000 -0.162000 -10.097000 0.0 0.0 0.0
C 0.527100 -2.282000 -10.160300 0.0 -0.1 0.0
H -0.406200 -2.224300 -10.705300 0.0 0.0 0.0
C 1.046200 -3.518400 -9.800300 -0.1 0.1 0.0
H 0.519000 -4.425900 -10.064300 0.0 0.0 0.0
C 2.240000 -3.586600 -9.096900 0.1 0.0 0.1
H 2.645700 -4.547600 -8.809100 0.0 0.0 0.0
C 2.912500 -2.421000 -8.757400 -0.1 0.0 0.0
H 3.839800 -2.489500 -8.201000 0.1 0.0 0.0
H 3.597900 0.381600 -7.218800 0.0 0.1 -0.1
Si 0.099400 0.206700 -2.471900 0.2 0.6 -1.9
C -0.413700 -1.378500 -3.372200 -0.2 -0.1 0.5
C -1.487400 -1.370100 -4.266200 0.0 0.1 0.0
H -1.928800 -0.426500 -4.563000 -0.1 0.0 0.0
C -1.992100 -2.548400 -4.800600 0.1 -0.1 -0.1
H -2.821400 -2.513100 -5.496200 0.0 0.0 0.0
C -1.425700 -3.767400 -4.458200 0.0 0.1 0.1
H -1.815000 -4.687100 -4.876100 0.0 0.0 0.0
C -0.353500 -3.797800 -3.575000 0.1 -0.1 0.0
H 0.102400 -4.744000 -3.310700 0.0 0.0 0.0
C 0.138400 -2.618200 -3.038300 -0.1 0.0 -0.2
H 0.978700 -2.660400 -2.357200 -0.1 -0.2 0.1
C -0.962400 1.558800 -3.282000 0.1 0.0 0.3
C -2.191000 1.908000 -2.719500 0.0 0.1 0.1
H -2.503000 1.432000 -1.797200 -0.1 0.1 0.0
C -3.013500 2.862000 -3.304900 0.0 0.0 0.0
H -3.962900 3.114600 -2.848800 0.0 0.0 0.0
C -2.614700 3.493200 -4.474000 0.0 -0.1 0.0
H -3.249100 4.240200 -4.934100 0.0 0.0 0.0
C -1.395700 3.160000 -5.051500 -0.1 0.0 0.0
H -1.079100 3.648900 -5.964300 0.0 0.0 0.0
C -0.584200 2.201700 -4.462900 0.2 -0.1 0.0
H 0.363500 1.951900 -4.922800 0.0 0.0 0.0
H 4.641000 0.480900 -9.377700 -0.1 -0.1 0.0
Cl 2.073200 0.612100 -3.343500 -0.7 -0.2 0.7
N 2.712800 0.761900 3.157500 1.3 -1.6 -0.9
C 1.816900 1.659900 3.581600 -0.3 2.1 2.7
C 1.867000 2.417200 4.742300 -0.9 0.8 0.4
C 0.792100 3.281800 4.991000 0.4 -0.6 -0.6
C -0.287300 3.365400 4.078900 0.5 -0.8 -0.8
C -0.307100 2.580600 2.904300 0.1 0.9 1.4
C 0.772500 1.727800 2.684900 -1.3 1.1 0.4
N 0.992600 0.841900 1.681700 2.2 -0.2 0.2
C 2.167200 0.296500 2.017400 -0.9 0.2 -0.4
C 2.725800 -0.605500 1.103000 1.9 -1.1 0.4
C 3.996100 -1.160200 1.165200 -1.5 0.9 0.2
S 4.264900 -1.908300 -0.295600 0.6 -0.6 -1.1
C 2.754300 -1.487100 -0.904500 -0.6 1.0 2.5
N 1.979500 -0.824400 0.002800 2.1 -1.6 -2.4
H 3.619400 0.488200 3.602100 -1.5 0.4 -0.7
H 2.697900 2.330400 5.432100 -0.1 0.1 0.0
H 0.792900 3.881800 5.891400 0.0 0.0 -0.1
H -1.107500 4.036600 4.289800 0.0 0.0 0.0
H -1.131800 2.636800 2.213000 -0.1 0.0 -0.1
H 4.715300 -1.056200 1.965900 0.0 -0.2 -0.2
H 2.540900 -1.669800 -1.920300 -0.5 -0.2 -0.8
```
Positions in Å, forces in eV/Å.

- charge = +1
- spin multiplicity = 6
- highest occupied orbital energy (spin up / spin down) (eV) = -10.31 / -10.55
- energy relative to the best compared isomer or geometry (same formula, charge and spin) (kcal/mol) = 0.0


No. 3
Entry from the Open Molecules 2025 dataset: a structure of composition C39H34F10N6OPY (wB97M-V/def2-TZVPD).

Geometry as XYZ:
```
92
Properties=species:S:1:pos:R:3:forces:R:3
Y -0.281970 0.040993 -0.067220 -0.5 0.9 0.4
C 0.775169 -4.034404 -2.135092 0.1 0.0 -0.1
C 0.175565 -2.740581 -1.699498 -0.4 0.1 -0.1
N 0.744798 -1.881830 -0.941518 0.6 -0.5 0.2
N 2.023759 -2.163717 -0.472441 -0.4 0.0 -0.1
C 2.357293 -1.339805 0.496609 0.3 0.0 0.4
O 1.644603 -0.389249 0.984293 0.0 -0.3 -0.3
C 3.712268 -1.539360 1.095079 -0.1 0.1 -0.1
C 4.153343 -0.642838 2.063113 0.1 0.0 0.1
C 5.418179 -0.777913 2.617213 0.0 0.0 0.0
C 6.247830 -1.810691 2.205397 0.0 0.0 0.0
C 5.809937 -2.708738 1.240377 0.0 0.0 0.0
C 4.548162 -2.573819 0.684903 0.0 0.0 0.0
C -1.230414 -2.419392 -2.102539 0.2 0.0 0.0
C -1.921354 -3.191356 -3.023179 -0.1 0.1 0.0
C -3.241091 -2.868878 -3.312710 0.0 -0.1 0.0
C -3.840005 -1.804205 -2.667626 0.0 0.1 0.1
C -3.079996 -1.074514 -1.765211 0.0 -0.1 -0.1
N -1.810330 -1.364294 -1.505234 0.2 0.0 0.3
H 1.725246 -4.197760 -1.638099 0.0 0.0 0.0
H 0.938686 -4.031069 -3.216173 0.0 0.0 0.0
H 0.092271 -4.854777 -1.909005 0.0 0.0 0.0
H 3.493108 0.153568 2.377268 0.0 0.0 0.0
H 5.757198 -0.079167 3.371086 0.0 0.0 0.0
H 7.235340 -1.918238 2.635629 0.0 0.0 0.0
H 6.455371 -3.515729 0.918510 0.0 0.0 0.0
H 4.200573 -3.264809 -0.069956 0.0 0.0 0.0
H -1.439884 -4.029423 -3.503793 0.0 0.0 0.0
H -3.797354 -3.452504 -4.034237 0.0 0.0 0.0
H -4.868458 -1.527456 -2.850185 0.0 0.0 0.0
H -3.493117 -0.224243 -1.233639 0.0 0.0 0.0
C 0.868649 2.366022 2.226153 0.0 0.0 0.0
N -0.381353 2.136341 1.493907 0.0 -0.1 -0.1
C -0.656420 3.293392 0.623429 0.0 0.0 0.1
C -1.707822 2.999652 -0.431569 0.1 0.0 0.0
N -1.280226 1.834574 -1.198707 -0.4 -0.1 -0.3
C -1.796936 1.693227 -2.460164 0.2 0.0 0.4
C -1.135385 0.844299 -3.364546 0.0 -0.1 -0.1
F -0.019472 0.207412 -2.922057 0.0 0.0 0.0
C -1.563754 0.559048 -4.639400 0.0 0.0 0.0
F -0.865060 -0.279419 -5.411246 0.0 0.0 0.0
C -2.723570 1.147035 -5.119816 0.0 0.0 0.0
F -3.154165 0.902023 -6.363502 0.0 0.0 0.0
C -3.420540 1.989468 -4.276695 0.0 0.0 0.1
F -4.558980 2.548301 -4.696183 0.0 0.0 0.0
C -2.975167 2.245315 -2.987395 -0.1 0.1 -0.1
F -3.779830 3.004360 -2.214357 0.0 0.0 0.0
C -1.485326 1.928749 2.457379 0.0 0.1 0.0
C -1.519373 0.486674 2.924530 0.0 0.0 0.0
N -1.628565 -0.407114 1.779881 -0.1 -0.2 -0.4
C -2.748536 -1.201158 1.693681 0.4 0.0 0.0
C -2.637664 -2.503410 1.176821 0.0 -0.1 0.0
F -1.419850 -2.975590 0.837502 0.0 0.1 0.1
C -3.713788 -3.339430 0.968425 -0.1 0.0 0.0
F -3.524276 -4.558501 0.449268 0.0 0.0 0.0
C -4.992192 -2.924666 1.306341 0.0 0.0 0.0
F -6.046424 -3.728606 1.121887 0.0 0.0 0.0
C -5.153266 -1.657591 1.834831 0.1 0.1 0.0
F -6.377592 -1.218388 2.142458 0.0 0.0 0.0
C -4.060040 -0.824370 2.010376 -0.2 0.0 0.0
F -4.312590 0.433163 2.431267 0.0 0.0 0.0
H 0.825400 3.314887 2.777608 0.0 0.0 0.0
H 1.708163 2.391008 1.533073 0.0 0.0 0.0
H 1.045116 1.555265 2.929818 0.0 0.0 0.0
H 0.284357 3.547147 0.128603 0.0 0.0 0.0
H -0.948899 4.160381 1.234822 0.0 0.0 0.0
H -1.801321 3.892961 -1.059969 0.1 0.0 0.0
H -2.689898 2.868788 0.037466 0.0 0.0 0.0
H -2.427763 2.148664 1.957947 0.0 0.0 0.0
H -1.370662 2.638068 3.290048 0.0 0.0 0.0
H -2.332622 0.360559 3.642060 0.0 0.0 0.0
H -0.600170 0.260165 3.479630 0.0 0.0 -0.1
C 1.596795 3.024397 -2.650619 0.0 0.1 -0.1
P 2.277644 1.646822 -1.652288 -0.3 -0.2 0.1
C 3.492830 2.557320 -0.627529 0.1 0.1 0.0
C 3.363481 0.836586 -2.885462 0.1 0.0 -0.1
C 3.317252 -0.542326 -3.055613 0.0 -0.1 0.0
C 4.123714 -1.171425 -3.996279 0.0 0.0 0.0
C 4.984466 -0.426600 -4.785535 0.0 0.0 0.0
C 5.041015 0.952530 -4.626633 0.0 0.0 0.0
C 4.239996 1.574356 -3.683607 0.0 0.0 0.0
H 2.373473 3.711222 -2.990594 0.0 0.0 0.0
H 0.862819 3.570356 -2.057934 0.0 0.0 0.0
H 1.080304 2.624694 -3.524032 0.0 0.0 0.0
H 4.242634 3.052253 -1.247365 0.0 0.0 0.0
H 3.992557 1.877748 0.063892 0.0 0.0 0.0
H 2.974290 3.321689 -0.046047 0.0 0.0 0.0
H 2.663626 -1.141724 -2.437389 0.0 0.0 0.0
H 4.074170 -2.247842 -4.100513 0.0 0.0 0.0
H 5.612548 -0.915564 -5.518931 0.0 0.0 0.0
H 5.710088 1.544517 -5.238031 0.0 0.0 0.0
H 4.301185 2.650488 -3.570319 0.0 0.0 0.0
```
Positions in Å, forces in eV/Å.

- charge = 0
- highest occupied orbital energy (eV) = -7.50
- energy relative to the best compared isomer or geometry (same formula, charge and spin) (kcal/mol) = 0.0


Number 1: energy -2545.9412 a.u., largest force on an atom 0.6 eV Å⁻¹. Number 2: energy -4371.7059 a.u., largest force on an atom 3.6 eV Å⁻¹. Number 3: energy -3288.7925 a.u., largest force on an atom 1.2 eV Å⁻¹.